Computed, not measured: a 17-piece molecular cluster, C45H113N10O22 overall in a non-equilibrium geometry, with ωB97M-V with the def2-TZVPD basis set.

Last column: Löwdin spin population.
Element x y z (Å)
C (-1.4165, 1.6631, 0.6743)  0.012
C (-1.1718, 0.3033, 1.0256)  0.019
C (-2.1111, -0.8213, 0.3331)  0.001
C (-1.8931, -0.9616, -1.1599)  0.000
C (-0.4806, -1.5583, -1.2772)  0.001
C (0.5851, -0.5637, -0.8185)  0.012
N (0.2755, 0.0212, 0.6349)  0.446
O (1.3192, 0.6273, 1.3477)  0.473
C (0.6803, 0.5755, -1.8097)  0.014
C (1.9440, -1.3575, -0.8175)  0.002
C (-1.2758, -0.0294, 2.5274)  0.007
H (-1.5558, 1.9706, -0.3621)  0.000
H (-0.6274, 2.3356, 1.0107)  0.001
H (-2.2086, 2.0345, 1.3244)  0.002
H (-3.1279, -0.5952, 0.6543)  0.000
H (-2.0457, -1.8041, 0.8000)  0.000
H (-2.1495, -0.0560, -1.7096)  0.000
H (-2.5537, -1.7813, -1.4421)  0.000
H (-0.3819, -1.9088, -2.3046)  0.000
H (-0.4858, -2.4628, -0.6690)  0.000
H (-0.2028, 1.2144, -1.8060)  0.000
H (0.7241, 0.0012, -2.7350)  0.001
H (1.5935, 1.1318, -1.5983)  0.001
H (2.7139, -0.6005, -0.6676)  -0.001
H (2.2085, -1.8959, -1.7276)  0.000
H (1.9485, -2.1023, -0.0217)  0.000
H (-0.8358, -0.9656, 2.8707)  0.000
H (-2.3183, -0.1027, 2.8370)  0.000
H (-0.8004, 0.7728, 3.0919)  0.000
C (6.5252, 4.1058, 4.2279)  0.000
C (5.4336, 3.6449, 3.2412)  0.000
C (5.2302, 4.6910, 2.1849)  0.000
C (4.2061, 4.5590, 0.9901)  0.000
C (2.7794, 5.0023, 1.3140)  0.000
C (1.9480, 3.8766, 1.8230)  0.003
H (6.7222, 3.3991, 5.0340)  0.000
H (6.1894, 5.0657, 4.6201)  0.000
H (7.5293, 4.1487, 3.8060)  0.000
H (5.7511, 2.6855, 2.8329)  0.000
H (4.4945, 3.3448, 3.7060)  0.000
H (6.2547, 4.5389, 1.8453)  0.000
H (5.0031, 5.6621, 2.6248)  0.000
H (4.4668, 5.3379, 0.2735)  0.000
H (4.2411, 3.5617, 0.5517)  0.000
H (2.9647, 5.7818, 2.0530)  0.000
H (2.3505, 5.5666, 0.4860)  0.000
H (2.2616, 3.5830, 2.8248)  0.000
H (0.9319, 4.2691, 1.7848)  0.000
H (1.9631, 2.9703, 1.2175)  0.002
C (-2.6461, -3.2850, -6.0090)  0.000
C (-2.7477, -2.3172, -4.7802)  0.000
O (-4.0441, -2.1125, -4.3660)  0.000
O (-3.3279, -2.6913, -7.1708)  0.000
H (-3.1551, -4.2256, -5.7987)  0.000
H (-1.5777, -3.4749, -6.1125)  0.000
H (-2.4053, -1.3049, -4.9948)  0.000
H (-2.1868, -2.6779, -3.9180)  0.000
H (-4.7153, -1.7831, -4.9682)  0.000
H (-4.0705, -2.1417, -6.9096)  0.000
C (1.0100, -5.0083, -0.0620)  0.000
C (1.9055, -5.9321, 0.6387)  0.000
O (1.6031, -5.9076, 1.9840)  0.000
O (0.4781, -5.5167, -1.2611)  0.000
H (1.5352, -4.0906, -0.3269)  0.000
H (0.2394, -4.5376, 0.5485)  0.000
H (2.9767, -5.8380, 0.4599)  0.000
H (1.7801, -6.9750, 0.3475)  0.000
H (1.0439, -6.6870, 2.0235)  0.000
H (1.0499, -5.1319, -1.9294)  0.000
C (4.5403, -0.2934, 2.5467)  0.000
C (5.1954, -1.0067, 3.7463)  0.000
O (6.5164, -1.4745, 3.4705)  0.000
O (4.3245, -1.2538, 1.5320)  0.000
H (5.0491, 0.6277, 2.2624)  0.000
H (3.5344, 0.0840, 2.7307)  0.000
H (4.5300, -1.7978, 4.0919)  0.000
H (5.0801, -0.4147, 4.6542)  0.000
H (6.7099, -1.3287, 2.5416)  0.000
H (5.1368, -1.2182, 1.0217)  0.000
C (3.2969, 4.1492, -3.5292)  0.000
C (3.4577, 3.0230, -4.5533)  0.000
O (3.1588, 1.8261, -3.8737)  0.000
O (3.7360, 5.2730, -4.1465)  0.000
H (3.8044, 4.0062, -2.5752)  0.000
H (2.2554, 4.2154, -3.2145)  0.000
H (4.4533, 2.9978, -4.9962)  0.000
H (2.7457, 2.9700, -5.3769)  0.000
H (3.6702, 1.0828, -4.2018)  0.000
H (4.6746, 5.2494, -3.9460)  0.000
C (-4.9760, 1.4648, -3.0986)  0.000
C (-4.7863, 1.9044, -1.6378)  0.000
O (-5.1678, 3.2331, -1.5085)  0.000
O (-4.0293, 2.2671, -3.8606)  0.000
H (-6.0074, 1.4578, -3.4511)  0.000
H (-4.6563, 0.4270, -3.1926)  0.000
H (-3.8370, 1.6428, -1.1703)  0.000
H (-5.5810, 1.3477, -1.1412)  0.000
H (-4.7468, 3.7099, -2.2276)  0.000
H (-4.0722, 2.0098, -4.7845)  0.000
C (0.9564, -4.1417, -4.5739)  0.000
C (2.1000, -5.1534, -4.5165)  0.000
O (2.3056, -5.9021, -3.2913)  0.000
O (1.1352, -3.1177, -3.6381)  0.000
H (0.0190, -4.6890, -4.4745)  0.000
H (0.8727, -3.7563, -5.5900)  0.000
H (3.0021, -4.5741, -4.7130)  0.000
H (2.0895, -5.8884, -5.3214)  0.000
H (1.8807, -6.7532, -3.4201)  0.000
H (1.8244, -2.5558, -3.9997)  0.000
O (4.0161, -2.3838, -3.6823)  0.000
C (5.0357, -2.9774, -3.2789)  0.000
N (6.2149, -2.6532, -3.7949)  0.000
C (5.0857, -4.2008, -2.3915)  0.000
H (6.8284, -3.4421, -3.6490)  0.000
H (6.1639, -1.8750, -4.4367)  0.000
H (4.0661, -4.3717, -2.0459)  0.000
H (5.7108, -4.0258, -1.5158)  0.000
H (5.3904, -5.1318, -2.8695)  0.000
O (-4.7592, 1.2243, 3.4767)  0.000
C (-5.8610, 1.1108, 2.9768)  0.000
N (-6.5936, 2.1714, 2.7989)  0.000
C (-6.5109, -0.2621, 2.8680)  0.000
H (-6.2684, 3.0801, 3.0965)  0.000
H (-7.2664, 2.1546, 2.0458)  0.000
H (-6.4556, -0.6452, 1.8491)  0.000
H (-7.4420, -0.4881, 3.3878)  0.000
H (-5.8048, -0.9198, 3.3749)  0.000
O (-6.5691, -0.9337, -0.9820)  0.000
C (-6.7479, -2.0567, -1.3797)  0.000
N (-5.7219, -2.8773, -1.6538)  0.000
C (-8.1393, -2.6152, -1.1394)  0.000
H (-5.7715, -3.8833, -1.5783)  0.000
H (-4.8672, -2.3392, -1.6537)  0.000
H (-8.7401, -1.9222, -1.7284)  0.000
H (-8.2792, -2.4840, -0.0664)  0.000
H (-8.3659, -3.6550, -1.3751)  0.000
O (0.1115, 1.3366, 6.4329)  0.000
C (1.3259, 1.2729, 6.2013)  0.000
N (2.0619, 0.7926, 7.1246)  0.000
C (1.9917, 1.9160, 4.9819)  0.000
H (1.6377, 0.3016, 7.8986)  0.000
H (3.0538, 0.7811, 6.9347)  0.000
H (2.9178, 1.4086, 4.7119)  0.000
H (2.2238, 2.9798, 5.0327)  0.000
H (1.2772, 1.7012, 4.1872)  0.000
O (1.5532, -1.2899, 3.5114)  0.002
C (1.4309, -2.5234, 3.7756)  0.000
N (2.2754, -3.4491, 3.1887)  0.000
C (0.3917, -3.0885, 4.8017)  0.000
H (2.0495, -4.4162, 3.3726)  0.000
H (2.9008, -3.1024, 2.4753)  0.000
H (0.4778, -4.1745, 4.7665)  0.000
H (-0.6154, -2.7576, 4.5482)  0.000
H (0.6250, -2.7707, 5.8179)  0.000
O (-2.4851, -3.2938, 2.6536)  0.000
C (-3.3113, -4.1186, 3.0403)  0.000
N (-2.8211, -5.1688, 3.7770)  0.000
C (-4.7724, -3.8064, 2.8976)  0.000
H (-1.8123, -5.1609, 3.7279)  0.000
H (-3.3360, -5.9700, 4.1135)  0.000
H (-5.5324, -4.5863, 2.9448)  0.000
H (-4.8848, -3.3115, 1.9329)  0.000
H (-5.1093, -3.0086, 3.5596)  0.000
O (-1.1012, 3.9135, -1.5054)  0.000
C (-1.8080, 4.8600, -1.9266)  0.000
N (-2.7760, 4.7414, -2.8074)  0.000
C (-1.5336, 6.3199, -1.4051)  0.000
H (-2.9881, 3.8278, -3.1821)  0.000
H (-3.2725, 5.5397, -3.1766)  0.000
H (-0.5691, 6.2592, -0.9009)  0.000
H (-2.2742, 6.4027, -0.6096)  0.000
H (-1.4202, 7.0719, -2.1859)  0.000
O (0.7507, 0.4706, -5.2306)  0.000
C (0.2072, 1.5735, -5.5786)  0.000
N (0.4654, 2.0298, -6.7636)  0.000
C (-0.5542, 2.4630, -4.6190)  0.000
H (1.0670, 1.4132, -7.2908)  0.000
H (0.3157, 2.9761, -7.0832)  0.000
H (-1.3984, 1.7895, -4.4718)  0.000
H (-0.9148, 3.3773, -5.0904)  0.000
H (-0.1194, 2.6252, -3.6327)  0.000
O (-2.3849, 5.4030, 6.3078)  0.000
C (-1.7682, 4.4115, 5.9400)  0.000
N (-0.7074, 3.9291, 6.6383)  0.000
C (-2.0835, 3.6914, 4.6746)  0.000
H (-0.6238, 2.9301, 6.5156)  0.000
H (-0.3316, 4.3549, 7.4735)  0.000
H (-3.1360, 3.9432, 4.5446)  0.000
H (-2.1635, 2.6069, 4.7482)  0.000
H (-1.3877, 4.0948, 3.9390)  0.000

The spin multiplicity is 2. The calculation puts the HOMO-LUMO gap (alpha / beta) at 0.252 / 0.292 Eh. Its LUMO energy (alpha / beta) is 0.035 / 0.035 eV. Its expectation value of S² is 0.76.

Computed, not measured: a single C2H4ClNSi molecule in a non-equilibrium geometry, with ωB97M-V with the def2-TZVPD basis set.

Last column: Mulliken charge in e.
Element x y z (Å)
C (2.4695, -0.3705, 0.1794)  -0.304
C (3.6309, 0.1947, -0.0743)  0.271
N (-0.1040, 0.9058, 0.1417)  -0.439
Si (0.6270, -0.5885, -0.2114)  0.341
Cl (5.2068, 0.4308, 0.0146)  -0.140
H (0.3323, 1.8224, 0.2437)  0.245
H (-1.1810, 0.9961, 0.2235)  0.208
H (0.9292, -0.6993, -1.7077)  -0.083
H (-0.2479, -1.7147, 0.3279)  -0.099

The spin multiplicity is 1. The calculation puts the HOMO-LUMO gap at 0.358 Eh. Its LUMO energy is 0.535 eV. As for the SMILES: N[SiH2]C#CCl.

Computed, not measured: C11H19BrNO12P3S as an isolated structure in a non-equilibrium geometry, with ωB97M-V with the def2-TZVPD basis set.

Last column: Mulliken charge in e.
Element x y z (Å)
C (-1.0383, 1.5370, 3.9154)  -0.898
C (-2.0534, 1.9747, 2.9047)  0.619
O (-3.1898, 2.3285, 3.1912)  -0.600
O (-1.5776, 1.9671, 1.6194)  -0.081
C (-2.3939, 1.2807, 0.6890)  -0.906
C (-2.2119, 1.8964, -0.6835)  -1.422
C (-0.8462, 1.7148, -1.3421)  0.892
P (-0.8994, 2.9655, -2.7837)  -0.177
O (-1.1423, 1.9937, -4.0745)  -0.383
Br (1.2079, 3.6989, -3.0322)  -0.211
O (0.2307, 2.2227, -0.5144)  -0.261
S (1.0675, 1.0447, 0.1787)  1.207
O (1.1063, 1.0113, 1.5880)  -0.375
O (2.3351, 1.0112, -0.4427)  -0.653
O (0.0668, -0.1326, -0.3178)  -0.109
C (-0.3651, 0.2632, -1.6140)  0.560
C (0.6000, 0.1194, -2.8141)  -0.794
P (1.8732, -1.1914, -2.7766)  0.721
O (3.1724, -0.6023, -3.0589)  -0.673
O (1.5359, -2.2792, -3.9218)  -0.569
O (1.9116, -1.9827, -1.3806)  -0.532
P (-1.8283, -0.8994, -1.9374)  -0.140
O (-1.0799, -2.1853, -2.6636)  -0.521
O (-2.6289, -0.1357, -3.1398)  -0.474
H (-0.6823, 0.5400, 3.6841)  0.200
H (-0.1736, 2.1868, 3.8575)  0.283
H (-1.5119, 1.5975, 4.8814)  0.365
H (-3.4465, 1.3545, 0.9437)  0.586
H (-2.1528, 0.2223, 0.7088)  0.269
H (-2.3461, 2.9679, -0.5639)  0.721
H (-3.0005, 1.5855, -1.3574)  0.485
H (-1.6192, 2.5306, -4.7138)  0.324
H (1.1265, 1.0333, -3.0509)  0.129
H (-0.0190, -0.0872, -3.6824)  0.902
H (1.0199, -2.9838, -3.5141)  0.390
H (1.0448, -2.3766, -1.2029)  0.444
H (-1.1940, -2.1463, -3.6224)  0.344
H (-3.4006, -0.6743, -3.3396)  0.366
N (1.9631, -3.1625, 2.6102)  0.009
C (2.3726, -3.3600, 3.9002)  -0.476
C (2.6280, -2.1331, 4.4491)  -0.784
C (2.3577, -1.1575, 3.4515)  -0.219
C (1.9449, -1.8211, 2.3271)  -0.234
H (1.7151, -3.8908, 1.9688)  0.182
H (2.4483, -4.3513, 4.3124)  0.408
H (2.9713, -1.9529, 5.4538)  0.382
H (2.4548, -0.0902, 3.5466)  0.558
H (1.6470, -1.4519, 1.3635)  0.147

The spin multiplicity is 1. The calculation puts the HOMO-LUMO gap at 0.280 Eh. Its LUMO energy is -0.458 eV.

Computed, not measured: a 2-piece molecular cluster, C27H27BO4 overall in a non-equilibrium geometry, with ωB97M-V with the def2-TZVPD basis set.

Last column: Mulliken charge in e.
Element x y z (Å)
C (-4.6834, -3.2052, 3.9876)  -1.130
C (-3.2444, -2.9622, 4.0351)  0.663
C (-2.4221, -2.6875, 5.0927)  -0.991
C (-1.1015, -2.6338, 4.5713)  -0.451
C (-1.2008, -2.9373, 3.2102)  0.861
B (-1.0378, 1.8625, 1.8191)  0.162
C (-0.4768, 1.7515, 3.2729)  0.332
C (-0.5757, 2.7334, 4.2098)  -0.784
C (0.3515, 2.4168, 5.2591)  -0.868
C (0.9651, 1.2197, 4.9220)  0.441
C (1.9896, 0.4264, 5.5502)  -1.328
O (0.3930, 0.7566, 3.7571)  0.106
C (-0.1740, -3.1761, 2.3413)  0.085
C (-0.2336, -3.8645, 1.1280)  -0.420
C (1.0979, -4.2369, 0.8338)  -1.063
C (1.8841, -3.7825, 1.8867)  0.923
C (3.3078, -3.8229, 2.1193)  -1.533
O (1.1205, -3.1404, 2.8182)  -0.416
C (-2.2615, 0.9064, 1.7268)  0.886
C (-2.7375, -0.0863, 0.8295)  -0.373
C (-4.1262, -0.2096, 1.0650)  -1.140
C (-4.4176, 0.7141, 2.0421)  0.451
C (-5.6603, 1.2520, 2.5227)  -1.362
O (-3.2786, 1.2842, 2.5561)  -0.321
O (-2.5462, -3.0798, 2.8727)  -0.397
H (-5.0116, -3.2232, 5.0306)  0.357
H (-5.1615, -2.3612, 3.4860)  0.160
H (-4.9257, -4.1591, 3.5021)  0.276
H (-2.7271, -2.5630, 6.1279)  0.448
H (-0.1685, -2.5061, 5.1130)  0.632
H (-1.2202, 3.5848, 4.0771)  0.504
H (0.5760, 3.0139, 6.1181)  0.500
H (2.7612, 1.0341, 6.0265)  0.400
H (1.4879, -0.1495, 6.3368)  0.259
H (2.4905, -0.2716, 4.8599)  0.194
H (-1.1379, -4.0132, 0.5753)  0.581
H (1.4264, -4.7130, -0.0784)  0.464
H (3.6020, -4.8780, 2.2206)  0.323
H (3.8141, -3.4118, 1.2259)  0.333
H (3.6444, -3.2701, 3.0143)  0.288
H (-2.1925, -0.6344, 0.0731)  0.499
H (-4.8173, -0.8452, 0.5389)  0.440
H (-6.3540, 1.4017, 1.6997)  0.360
H (-6.1054, 0.4908, 3.1675)  0.265
H (-5.5434, 2.1899, 3.0599)  0.325
C (0.0412, -0.4137, 1.0770)  -0.395
C (-0.0527, 1.1370, 0.7696)  -0.125
C (-0.6905, 1.6853, -0.4713)  -0.411
C (-0.3364, 1.3774, -1.7546)  -0.537
C (0.4604, 0.2625, -2.1172)  -0.636
C (0.7804, -0.8289, -1.3379)  -0.650
C (0.6008, -1.1220, 0.0441)  -0.008
H (0.3301, -0.5821, 2.1054)  0.924
H (0.9042, 1.6395, 0.9594)  0.493
H (-1.2961, 2.6008, -0.3518)  0.248
H (-0.6670, 2.0207, -2.5764)  0.372
H (0.7122, 0.1662, -3.1786)  0.287
H (1.1785, -1.7006, -1.8774)  0.292
H (1.0366, -2.0580, 0.3665)  0.204

The spin multiplicity is 1. The calculation puts the HOMO-LUMO gap at 0.223 Eh. Its LUMO energy is -0.748 eV. As for the SMILES: Cc1ccc(B(c2ccc(C)o2)C2C=CC=CC=C2)o1.Cc1ccc(-c2ccc(C)o2)o1.